{"formula": "C42H73Cl39FN4O", "method": "the ωB97M-V functional and the def2-TZVPD basis", "multiplicity": 1, "charge": 1, "e_tot_ha": -19985.265695, "lumo_ev": -2.34, "species": ["C", "C", "C", "N", "F", "C", "C", "C", "C", "C", "C", "C", "C", "C", "C", "C", "C", "N", "C", "C", "C", "C", "N", "C", "O", "C", "Cl", "C", "C", "N", "H", "H", "H", "H", "H", "H", "H", "H", "H", "H", "H", "H", "H", "H", "H", "H", "H", "H", "H", "H", "H", "H", "H", "H", "H", "H", "H", "H", "H", "H", "H", "H", "H", "H", "H", "C", "Cl", "Cl", "H", "H", "C", "Cl", "Cl", "H", "H", "C", "Cl", "Cl", "H", "H", "C", "Cl", "Cl", "H", "H", "C", "Cl", "Cl", "H", "H", "C", "Cl", "Cl", "H", "H", "C", "Cl", "Cl", "H", "H", "C", "Cl", "Cl", "H", "H", "C", "Cl", "Cl", "H", "H", "C", "Cl", "Cl", "H", "H", "C", "Cl", "Cl", "H", "H", "C", "Cl", "Cl", "H", "H", "C", "Cl", "Cl", "H", "H", "C", "Cl", "Cl", "H", "H", "C", "Cl", "Cl", "H", "H", "C", "Cl", "Cl", "H", "H", "C", "Cl", "Cl", "H", "H", "C", "Cl", "Cl", "H", "H", "C", "Cl", "Cl", "H", "H"], "xyz": [[2.280, 4.614, 1.794], [1.558, 4.130, 2.630], [0.562, 3.659, 3.592], [-0.648, 3.244, 2.794], [-1.263, 4.387, 2.346], [-1.539, 2.341, 3.582], [-2.164, 2.961, 4.805], [-2.225, 4.242, 5.153], [-2.742, 1.978, 2.624], [-3.924, 2.958, 2.661], [-5.083, 2.496, 3.558], [-6.007, 3.691, 3.901], [-5.908, 1.387, 2.900], [-0.706, 1.055, 3.852], [-1.450, 0.095, 4.822], [-1.154, 0.345, 6.308], [-2.189, -0.420, 7.141], [-3.570, -0.052, 6.797], [-0.465, 0.250, 2.547], [-1.378, -0.728, 2.103], [-1.009, -1.399, 0.949], [0.183, -1.070, 0.309], [1.070, -0.142, 0.669], [0.681, 0.485, 1.799], [0.590, 1.259, 4.441], [1.102, 2.538, 4.586], [2.884, 2.369, 4.261], [1.046, 3.043, 6.046], [2.078, 4.159, 6.380], [3.267, 3.723, 7.099], [2.677, 5.249, 1.036], [0.337, 4.541, 4.187], [-0.292, 2.768, 1.947], [-2.674, 2.254, 5.445], [-1.717, 5.053, 4.646], [-2.787, 4.535, 6.031], [-2.312, 1.970, 1.621], [-3.132, 0.996, 2.865], [-4.343, 2.971, 1.646], [-3.644, 3.990, 2.853], [-4.700, 2.089, 4.498], [-5.596, 4.621, 3.505], [-6.123, 3.798, 4.978], [-6.987, 3.559, 3.445], [-6.494, 1.764, 2.061], [-5.317, 0.513, 2.612], [-6.625, 1.034, 3.645], [-1.116, -0.927, 4.649], [-2.519, 0.110, 4.615], [-1.093, 1.399, 6.576], [-0.185, -0.094, 6.547], [-2.044, -0.274, 8.213], [-2.072, -1.474, 6.883], [-3.902, 0.749, 7.312], [-4.208, -0.828, 6.877], [-2.273, -0.947, 2.663], [-1.624, -2.197, 0.554], [0.438, -1.669, -0.562], [1.365, 1.260, 2.148], [0.058, 3.420, 6.301], [1.314, 2.172, 6.643], [1.563, 4.860, 7.041], [2.368, 4.747, 5.504], [3.142, 3.761, 8.101], [3.547, 2.782, 6.860], [-2.288, 2.010, -1.685], [-1.304, 0.892, -0.712], [-1.293, 3.117, -2.636], [-2.907, 1.429, -2.358], [-2.913, 2.596, -1.018], [0.949, -4.380, -2.032], [-0.790, -4.324, -1.697], [1.607, -2.796, -2.459], [1.452, -4.722, -1.138], [1.123, -5.073, -2.848], [-0.753, 5.964, -5.594], [0.240, 6.848, -6.751], [0.235, 5.218, -4.324], [-1.449, 6.653, -5.128], [-1.292, 5.183, -6.117], [-7.215, 6.614, 6.551], [-8.007, 6.417, 4.986], [-5.447, 6.553, 6.409], [-7.495, 7.575, 6.965], [-7.537, 5.815, 7.208], [4.087, 4.235, -2.689], [3.052, 4.442, -1.259], [5.195, 5.596, -2.875], [4.663, 3.330, -2.571], [3.462, 4.169, -3.571], [-8.651, 6.621, 0.868], [-9.970, 6.683, 2.037], [-7.467, 5.371, 1.285], [-9.058, 6.398, -0.111], [-8.152, 7.583, 0.856], [-0.969, -7.866, -0.784], [0.752, -7.511, -1.011], [-1.317, -9.584, -0.996], [-1.252, -7.572, 0.219], [-1.532, -7.300, -1.517], [-0.332, 8.477, -2.680], [-0.593, 9.817, -3.797], [-1.848, 7.640, -2.300], [0.348, 7.768, -3.138], [0.091, 8.863, -1.760], [0.541, -9.253, -4.063], [-0.204, -7.734, -4.596], [1.468, -10.010, -5.362], [1.206, -9.042, -3.236], [-0.241, -9.934, -3.747], [4.504, -7.669, -1.535], [3.719, -6.172, -2.065], [5.423, -8.413, -2.843], [5.179, -7.432, -0.720], [3.745, -8.367, -1.200], [7.162, 2.612, -4.965], [5.577, 1.953, -4.520], [7.167, 3.225, -6.618], [7.401, 3.425, -4.289], [7.899, 1.822, -4.880], [0.928, 1.309, -6.117], [2.668, 1.515, -5.877], [0.538, -0.306, -6.722], [0.428, 1.457, -5.166], [0.589, 2.043, -6.838], [3.822, -0.853, -8.391], [3.155, -0.812, -10.028], [5.582, -1.024, -8.411], [3.567, 0.071, -7.893], [3.396, -1.698, -7.859], [8.680, -6.931, -3.179], [9.444, -5.708, -2.153], [9.651, -8.403, -3.278], [7.713, -7.179, -2.760], [8.559, -6.522, -4.174], [-2.302, -10.527, -6.258], [-2.522, -11.826, -5.073], [-3.399, -10.708, -7.627], [-2.498, -9.577, -5.775], [-1.280, -10.556, -6.620], [6.141, 5.368, 5.810], [5.391, 5.253, 4.210], [7.901, 5.252, 5.715], [5.877, 6.323, 6.247], [5.765, 4.558, 6.423], [6.080, -3.225, -3.241], [5.264, -1.757, -3.794], [7.022, -3.976, -4.534], [6.751, -2.968, -2.429], [5.332, -3.933, -2.902], [-5.844, -12.743, -3.789], [-6.062, -14.037, -2.603], [-6.935, -12.926, -5.166], [-6.048, -11.793, -3.308], [-4.824, -12.770, -4.150], [3.787, -4.943, -8.880], [2.175, -4.243, -9.066], [4.484, -4.562, -7.299], [3.713, -6.019, -8.978], [4.432, -4.538, -9.652]], "forces_ev_per_angstrom": [[-1.357, 0.156, 0.711], [0.372, 0.321, -0.856], [1.495, 0.212, -0.359], [0.974, -0.147, 1.237], [-0.176, -0.107, -0.140], [-1.839, -0.593, -0.169], [0.651, 0.803, 0.359], [0.146, -0.171, 0.101], [0.320, 1.040, -0.009], [-0.482, -0.455, -0.608], [-0.241, 0.406, 0.083], [0.321, -0.321, -0.165], [-0.074, -0.097, 0.617], [0.203, -1.823, -0.297], [0.380, 0.571, 0.410], [-0.354, -0.435, 0.072], [-0.598, 0.296, -0.080], [0.322, 0.199, -0.569], [-0.399, 0.255, -0.088], [1.291, 0.275, -0.262], [-0.259, -0.048, 0.929], [0.816, -1.182, -0.624], [-1.453, -0.280, 1.211], [0.652, 0.619, -0.042], [-0.663, 0.887, -0.286], [0.827, 0.467, 0.593], [-0.163, -0.468, -0.143], [0.673, 0.250, -0.375], [-0.450, 0.138, 0.556], [0.195, -0.040, -0.032], [0.522, -0.242, 0.063], [-0.673, -0.220, 0.121], [-0.319, -0.106, -0.081], [-0.083, -0.188, -0.285], [-0.143, -0.028, -0.178], [-0.013, -0.069, 0.006], [-0.133, -0.403, -0.059], [0.221, -0.109, -0.047], [0.094, 0.081, -0.025], [0.168, -0.076, 0.220], [0.177, 0.008, -0.068], [-0.065, 0.086, 0.149], [-0.116, 0.083, -0.017], [-0.081, 0.052, 0.150], [0.209, -0.034, -0.168], [0.023, 0.085, -0.193], [-0.060, -0.076, -0.102], [0.094, 0.068, -0.350], [-0.053, 0.081, 0.245], [-0.175, 0.016, 0.028], [0.101, 0.182, -0.035], [0.454, -0.214, -0.041], [0.017, -0.066, 0.279], [-0.132, -0.168, 0.191], [-0.113, 0.114, 0.202], [-0.086, -0.183, -0.148], [0.043, 0.047, -0.129], [0.010, 0.316, 0.065], [0.135, -0.201, -0.033], [-0.175, -0.374, -0.100], [-0.318, -0.008, 0.155], [0.058, 0.080, -0.064], [-0.005, -0.187, -0.130], [-0.104, 0.000, -0.019], [0.051, 0.052, -0.138], [-0.031, 0.098, 0.013], [-0.725, 0.922, -0.867], [-0.166, -0.141, 0.137], [0.085, -0.068, -0.009], [0.055, 0.003, 0.015], [0.178, 0.010, 0.061], [-0.105, 0.058, -0.014], [0.071, -0.126, -0.201], [-0.059, 0.021, 0.034], [-0.101, 0.067, -0.068], [-0.109, 0.095, -0.105], [-0.033, 0.001, 0.003], [0.151, 0.066, -0.064], [0.078, 0.024, 0.068], [0.082, -0.052, 0.009], [-0.139, -0.008, 0.007], [-0.013, 0.030, 0.051], [0.034, 0.008, 0.059], [0.078, 0.043, -0.063], [0.063, -0.055, -0.046], [0.042, 0.141, -0.021], [-0.094, -0.146, -0.256], [0.037, -0.048, -0.067], [-0.014, 0.015, 0.171], [-0.096, 0.057, 0.017], [-0.049, 0.092, -0.090], [-0.022, 0.012, -0.034], [0.024, 0.058, -0.092], [-0.032, -0.088, 0.040], [0.052, -0.032, 0.091], [-0.162, 0.001, -0.003], [0.005, 0.017, 0.130], [-0.033, 0.024, 0.010], [0.086, -0.058, 0.034], [0.090, -0.032, -0.086], [0.129, 0.039, -0.017], [0.035, -0.019, -0.008], [0.027, -0.077, 0.037], [-0.073, -0.030, -0.042], [-0.097, 0.047, 0.017], [0.055, -0.156, -0.046], [-0.059, 0.023, 0.112], [-0.022, -0.020, 0.024], [0.037, 0.080, -0.055], [-0.048, 0.020, -0.087], [0.115, -0.125, 0.076], [0.044, 0.018, 0.020], [-0.107, -0.096, 0.027], [0.034, 0.064, -0.054], [-0.068, 0.040, -0.087], [0.156, 0.061, -0.025], [0.162, -0.146, -0.030], [0.023, 0.005, 0.027], [-0.102, 0.038, -0.020], [-0.077, -0.071, -0.057], [-0.109, 0.034, 0.011], [-0.087, 0.136, 0.093], [-0.030, 0.017, 0.008], [0.049, -0.057, 0.042], [0.073, -0.044, -0.064], [-0.015, -0.052, 0.031], [-0.058, 0.018, 0.001], [0.008, -0.005, 0.073], [0.071, 0.043, -0.064], [0.039, -0.066, -0.081], [-0.005, 0.025, -0.064], [-0.036, 0.059, 0.036], [-0.056, -0.026, -0.018], [0.086, -0.006, 0.054], [0.094, 0.020, 0.003], [0.009, 0.119, -0.124], [0.198, 0.065, 0.082], [0.018, 0.046, 0.003], [-0.083, -0.042, 0.038], [-0.006, -0.118, 0.007], [0.050, -0.027, 0.148], [-0.127, -0.011, -0.018], [-0.014, 0.014, 0.028], [0.033, 0.041, -0.083], [-0.039, -0.027, -0.074], [-0.016, -0.018, 0.101], [-0.007, 0.005, 0.029], [-0.032, -0.032, -0.030], [0.051, 0.051, -0.066], [-0.033, -0.001, -0.089], [0.038, 0.011, -0.007], [0.039, 0.029, 0.047], [0.024, 0.058, -0.023], [-0.081, -0.033, 0.017], [-0.092, -0.079, -0.020], [0.055, -0.030, -0.029], [-0.048, -0.031, -0.025], [0.050, -0.020, -0.010], [-0.054, -0.002, 0.074], [-0.011, 0.106, 0.052]], "lowdin_charge": [0.132, -0.136, -0.172, 0.068, 0.119, -0.241, -0.095, 0.068, -0.077, -0.164, -0.409, -0.107, -0.067, -0.291, -0.109, -0.177, -0.252, -0.002, -0.144, -0.034, -0.109, -0.273, 0.095, -0.113, -0.068, -0.667, 0.816, -0.159, -0.299, -0.003, -0.005, 0.151, 0.190, 0.106, 0.074, 0.074, 0.086, 0.101, 0.124, 0.096, 0.112, 0.047, 0.058, 0.043, 0.084, 0.072, 0.088, 0.135, 0.102, 0.091, 0.122, 0.112, 0.118, 0.071, 0.072, 0.116, 0.100, 0.029, 0.099, 0.095, 0.120, 0.116, 0.084, 0.076, 0.046, -0.952, 0.716, 0.502, 0.032, 0.018, -1.077, 0.533, 0.561, -0.025, -0.010, -1.001, 0.532, 0.467, 0.003, 0.029, -1.003, 0.518, 0.491, 0.027, 0.027, -1.037, 0.538, 0.530, -0.036, 0.008, -1.007, 0.507, 0.517, 0.026, 0.028, -0.995, 0.543, 0.551, 0.029, 0.004, -1.028, 0.521, 0.490, -0.016, 0.025, -1.043, 0.512, 0.533, -0.025, -0.015, -0.982, 0.554, 0.570, 0.034, 0.011, -0.988, 0.507, 0.528, 0.018, 0.030, -0.998, 0.517, 0.533, 0.008, 0.028, -1.063, 0.494, 0.498, -0.050, -0.018, -1.068, 0.492, 0.513, -0.053, 0.001, -1.032, 0.534, 0.530, 0.008, 0.003, -1.036, 0.487, 0.515, 0.026, -0.002, -1.014, 0.494, 0.520, 0.028, -0.026, -1.047, 0.499, 0.503, 0.024, -0.051, -1.005, 0.505, 0.491, 0.023, 0.028]}